Here is the molecule C3H8N2O2 at a distorted geometry from OMol25. Energies are from ωB97M-V/def2-TZVPD.

Last column: Löwdin charge in e.
Element x y z (Å)
H  2.366  0.584  -2.447  0.11
N  -2.000  -1.456  0.733  -0.01
H  -1.326  0.873  -0.012  0.12
C  -0.658  -0.935  0.854  -0.29
H  0.139  -1.646  0.613  0.11
H  -2.682  -0.708  0.650  0.06
H  -2.257  -2.118  1.458  0.07
H  -0.356  -0.560  1.842  0.10
C  1.763  1.176  -0.809  -0.62
H  0.901  1.350  0.985  0.15
N  0.789  0.885  0.100  0.07
O  2.686  1.924  -0.635  0.09
H  -0.439  -0.141  -1.181  0.12
O  1.535  0.556  -1.992  0.10
C  -0.461  0.216  -0.158  -0.19

* relative energy (zero: lowest compared OMol25 entry of this formula, charge and spin): 10.0 kcal per mole
* SMILES: NCCNC(=O)O
* highest occupied orbital energy: -9.519 eV
* E_LUMO: 0.793 eV



Here is the molecule C3H4N2 at a distorted geometry from OMol25. Energies are from ωB97M-V/def2-TZVPD.

Last column: Löwdin charge in e.
Element x y z (Å)
C  0.765  0.269  0.622  -0.13
H  0.347  1.696  -0.968  0.14
H  -1.342  0.126  -1.804  0.11
N  0.196  0.835  -0.493  0.04
C  -0.796  -0.010  -0.882  -0.24
H  1.723  0.531  1.028  0.10
N  -0.977  -1.010  -0.072  0.04
C  0.016  -0.840  0.904  -0.15
H  0.069  -1.597  1.664  0.09

* relative energy (zero: lowest compared OMol25 entry of this formula, charge and spin): 4.2 kcal per mole
* SMILES: c1c[nH]cn1
* highest occupied orbital energy: -8.954 eV
* E_LUMO: 0.931 eV